{
  "formula": "C4H7N2O2",
  "method": "ωB97M-V with the def2-TZVPD basis set",
  "total_charge": 1,
  "spin_multiplicity": 1,
  "smiles": "CC(=[NH+]/[O-])/[NH+]=C1\\CO1",
  "gap_ha": [0.306, 0.306],
  "fmax_ev_per_a": 4.43,
  "de_lowest_kcal_mol": 130.6,
  "elements": ["O", "H", "C", "O", "C", "N", "H", "H", "H", "C", "N", "H", "H", "H", "C"],
  "xyz": [[3.13473, 0.27910, 0.10009], [0.80479, 1.05354, 0.92388], [-1.49381, 0.97996, 0.04804], [-0.62716, -2.64353, 0.12256], [1.89777, -0.16318, 0.09845], [0.69742, 0.12803, 0.48422], [3.11204, -1.77885, 0.57841], [-1.81197, 1.35388, 0.91406], [3.19045, -1.43896, -1.13089], [-0.64975, -0.23302, 0.17913], [-1.15089, -1.47656, 0.06430], [-2.40642, 0.85818, -0.39925], [-1.00606, 1.68158, -0.65051], [-2.10796, -1.38729, -0.09419], [2.87073, -1.18116, -0.19182]],
  "forces_ev_per_a": [[-1.9, 0.5, 1.0], [-1.0, -0.1, -0.1], [2.4, -0.7, -3.1], [-0.4, 2.2, 0.0], [1.1, -2.7, -0.9], [1.8, 1.7, 0.3], [0.9, -2.1, 2.7], [-0.4, 2.1, 3.9], [0.3, -0.6, -2.3], [-0.7, -2.1, -0.1], [4.2, 0.8, 0.7], [-2.3, -1.2, -1.6], [0.0, 0.1, 0.8], [-2.5, -0.4, -0.5], [-1.5, 2.5, -0.8]]
}



{
  "formula": "C5H6O2",
  "method": "ωB97M-V with the def2-TZVPD basis set",
  "total_charge": 0,
  "spin_multiplicity": 1,
  "smiles": "O=CCC#CCO",
  "gap_ha": 0.391,
  "fmax_ev_per_a": 0.59,
  "de_lowest_kcal_mol": 58.3,
  "elements": ["H", "H", "H", "C", "O", "C", "C", "H", "C", "H", "O", "H", "C"],
  "xyz": [[-1.71264, -0.76805, -1.31344], [1.70027, 1.82026, -0.59723], [-2.01518, -1.47450, 1.10420], [-0.22331, -0.37394, 0.83107], [2.13949, 1.10409, -1.07424], [-1.68438, -0.45289, 0.88246], [2.20811, -0.00928, -0.20606], [2.99217, 0.11164, 0.55408], [-2.06066, -0.05166, -0.54094], [-2.13965, 0.24343, 1.59149], [-2.59440, 0.98848, -0.82456], [2.48187, -0.86437, -0.83163], [0.90832, -0.27322, 0.42481]],
  "forces_ev_per_a": [[-0.1, 0.1, 0.0], [0.1, -0.1, -0.1], [0.0, 0.1, -0.1], [0.5, 0.0, -0.3], [0.0, 0.3, 0.1], [0.0, 0.1, 0.1], [0.1, -0.3, 0.2], [-0.1, 0.0, -0.1], [-0.2, 0.3, -0.1], [0.1, -0.1, -0.1], [0.1, -0.5, 0.1], [0.0, 0.1, 0.1], [-0.5, 0.0, 0.2]]
}